P:
Molecular formula: C3H4Cl2N2
Method: DFT, ωB97M-V/def2-TZVPD

Summary:
E_HOMO (spin up / spin down): -7.65 / -7.55 eV
E_LUMO (spin up / spin down): -0.15 / -0.46 eV
HOMO-LUMO gap (spin up / spin down): 7.50 / 7.09 eV

Element x y z (Å)
Cl -0.278 1.776 0.392
Cl 3.480 1.182 0.109
N 1.850 0.684 0.117
N -0.890 0.206 0.033
C 1.446 -0.375 -0.485
C 0.086 -0.643 -0.493
C -2.097 -0.055 0.502
H -0.156 -1.658 -0.475
H 2.121 -1.067 -0.906
H -2.676 0.786 0.893
H -2.884 -0.836 0.314

***

Q:
Molecular formula: C3H4Cl2N2
Method: DFT, ωB97M-V/def2-TZVPD

Summary:
E_HOMO: -9.25 eV
E_LUMO: 0.55 eV
HOMO-LUMO gap: 9.80 eV

Element x y z (Å)
Cl 3.111 -1.134 -0.164
Cl 0.503 2.217 -0.182
N 0.106 -0.474 -0.032
N 3.480 1.497 0.326
C 2.881 0.429 0.197
C 0.830 0.565 -0.104
C -1.284 -0.401 -0.213
H 4.470 1.477 0.177
H -1.704 -1.135 0.546
H -1.862 0.510 -0.087
H -1.709 -0.699 -1.281

***

Stability ranking, top and bottom: Q is the most stable and P is the least stable.

***

P:
Molecular formula: C34H35BiN3O3P
Method: DFT, ωB97M-V/def2-TZVPD

Summary:
E_HOMO: -13.04 eV
E_LUMO: -6.39 eV
Net charge: +2
HOMO-LUMO gap: 6.65 eV

Element x y z (Å)
Bi 0.219 -0.157 0.020
P 2.274 -2.614 1.451
O 1.756 -3.066 2.909
O 3.468 -3.675 1.286
O 1.056 -3.220 0.580
N -2.081 -0.571 0.504
N -1.099 1.015 -1.458
N 1.579 1.422 -1.308
C -2.478 -1.324 1.541
C 4.475 -3.545 0.270
C -1.325 2.445 -3.334
C -2.978 -0.029 -0.337
C -2.433 0.832 -1.419
C 1.246 3.870 5.211
C 2.084 3.290 6.158
C -3.255 1.449 -2.346
C 1.409 1.893 3.838
C 0.125 1.266 1.737
C -1.438 -1.863 2.471
C -1.078 2.118 1.875
C -1.434 3.075 0.924
C 3.579 0.948 0.012
C -0.538 1.807 -2.392
C -2.582 3.840 1.080
C -3.400 3.651 2.184
C -3.055 2.703 3.141
C 2.904 1.582 -1.165
C 0.909 3.180 4.059
C 0.937 1.998 -2.339
C -1.906 1.945 2.989
C 3.629 2.327 -2.088
C -4.759 -1.042 0.875
C 1.120 1.111 2.624
C 2.601 2.021 5.940
C -4.329 -0.254 -0.183
C -3.831 -1.570 1.746
C 2.270 1.333 4.784
C -2.695 2.261 -3.310
C 0.690 -4.621 0.622
C 1.610 2.737 -3.289
C 2.981 2.900 -3.161
C 2.613 -3.035 4.064
H -3.323 2.761 -4.036
H 5.047 -4.466 0.278
H 3.269 1.575 6.665
H -4.290 4.254 2.310
H 2.682 0.344 4.611
H -1.018 -1.052 3.070
H -5.815 -1.238 1.013
H -5.054 0.172 -0.859
H 1.839 0.308 2.451
H 4.028 -3.413 -0.717
H 1.508 -5.224 1.007
H 2.340 3.833 7.058
H -4.323 1.304 -2.318
H 2.652 -2.026 4.478
H -0.775 3.263 0.082
H 3.391 -0.129 0.041
H 3.532 3.472 -3.896
H 2.181 -3.708 4.797
H 5.138 -2.709 0.490
H -3.680 2.562 4.014
H 0.453 -4.924 -0.393
H 0.858 4.867 5.370
H 3.205 1.382 0.942
H 0.269 3.650 3.323
H 1.097 3.180 -4.129
H 3.616 -3.375 3.814
H -4.137 -2.175 2.589
H 4.653 1.108 -0.029
H -0.883 3.090 -4.075
H 4.695 2.444 -1.954
H -1.868 -2.598 3.147
H -0.181 -4.743 1.262
H -1.626 1.227 3.752
H -2.830 4.596 0.346
H -0.619 -2.346 1.934

***

Q:
Molecular formula: C34H35BiN3O3P
Method: DFT, ωB97M-V/def2-TZVPD

Summary:
E_HOMO: -13.21 eV
E_LUMO: -6.25 eV
Net charge: +2
HOMO-LUMO gap: 6.96 eV

Element x y z (Å)
Bi -0.345 -1.207 0.740
P 2.462 -1.656 0.342
O 3.753 -1.066 -0.377
O 2.602 -3.237 0.366
O 2.764 -1.239 1.847
N -2.749 0.859 -0.956
N -2.703 -1.615 0.244
N -0.715 -2.944 -0.880
C 3.800 -3.902 0.846
C -0.017 1.581 1.665
C -4.365 1.598 0.660
C 1.497 2.712 -0.877
C -3.618 0.617 0.031
C -1.674 -3.709 -0.298
C -2.846 -2.950 0.222
C -1.754 2.326 -2.599
C -3.323 3.163 -0.809
C -4.068 -3.552 0.452
C -0.433 2.694 4.207
C -4.189 2.909 0.235
C 2.719 5.189 -1.241
C 1.007 -2.613 -2.563
C -2.623 2.106 -1.399
C -1.623 -5.084 -0.353
C 3.376 4.030 -1.627
C 0.931 2.439 2.235
C 3.450 -0.056 2.315
C 0.896 1.375 -0.697
C 2.761 2.799 -1.457
C 4.037 -1.073 -1.784
C 0.718 2.993 3.484
C 0.238 -4.890 -1.838
C 0.844 3.882 -0.493
C 0.205 0.932 0.352
C -0.617 -5.683 -1.106
C 0.169 -3.504 -1.710
C -1.151 1.272 2.416
C 1.450 5.113 -0.681
C -1.366 1.822 3.673
C -5.175 -2.743 0.672
C -5.038 -1.373 0.575
C -3.779 -0.826 0.339
H 3.191 6.150 -1.382
H -2.377 2.574 -3.459
H -5.899 -0.722 0.627
H -1.921 0.629 2.004
H -0.595 3.138 5.179
H 3.911 -3.726 1.913
H -0.136 3.825 -0.035
H -6.147 -3.185 0.843
H -4.176 -4.624 0.418
H 2.041 -2.947 -2.597
H 1.458 3.662 3.900
H 1.833 2.687 1.692
H 4.012 0.407 1.508
H 4.361 4.085 -2.067
H 2.712 0.633 2.716
H -2.261 1.572 4.224
H -0.536 -6.760 -1.146
H 0.950 -1.576 -2.240
H -4.738 3.714 0.706
H 4.127 -0.375 3.103
H 0.931 6.016 -0.391
H 3.660 -4.961 0.652
H 0.617 -2.660 -3.583
H 3.271 1.895 -1.771
H 1.039 0.705 -1.542
H -2.364 -5.688 0.146
H -1.063 3.155 -2.454
H -1.197 1.422 -2.830
H -5.042 1.358 1.468
H 4.935 -0.476 -1.916
H 4.227 -2.090 -2.124
H 4.675 -3.536 0.313
H -3.193 4.168 -1.188
H 0.966 -5.325 -2.507
H 3.220 -0.630 -2.351

***

Stability ranking, top and bottom: P is the most stable and Q is the least stable.